{"formula": "H21O11", "method": "ωB97M-V/def2-TZVPD", "e_tot_ev": -22864.770, "multiplicity": 1, "total_charge": -1, "e_homo_ha": -0.220, "relative_energy_kcal_mol": 49.9, "homo_lumo_gap_ha": 0.320, "symbols": ["O", "O", "H", "H", "H", "H", "H", "O", "O", "H", "H", "H", "O", "O", "H", "H", "H", "O", "H", "O", "O", "H", "H", "H", "O", "O", "H", "H", "H", "H", "H", "H"], "xyz": [[0.71413, -4.29955, 0.89683], [1.62350, 2.40678, 1.01793], [0.20541, -4.98270, 1.33567], [2.49793, 2.08668, 0.80659], [-3.30055, 0.52395, 3.12296], [-1.94871, -2.27026, 0.23258], [2.81698, 2.51510, -1.99872], [-0.92171, 2.64502, -0.50779], [-3.21283, -0.39580, 3.38942], [1.44599, -0.46179, -0.34671], [-2.58529, -0.75052, 2.73553], [2.87579, -0.34806, -0.28066], [-2.37306, 0.26567, -1.00820], [3.63363, 2.01695, -2.09629], [-0.48085, -0.34791, 0.94176], [-1.37019, 2.26577, 0.25675], [-1.73853, -0.08287, -0.37617], [-1.13839, -0.18708, 1.68182], [0.44148, -4.05963, 0.00668], [-2.01693, -3.13498, -0.21082], [0.08361, 2.29791, -3.25419], [-0.03712, 3.20415, -2.96735], [-1.75255, -3.58249, 0.59867], [0.89965, 2.12371, -3.72946], [2.26661, 0.28895, -0.67386], [0.54206, -1.26721, 0.02783], [-0.00289, 2.34322, -0.53353], [-1.78270, 0.86830, -1.48697], [1.12920, 1.89003, 1.64923], [-0.53938, -0.48032, 2.38470], [3.35563, 1.11273, -1.79257], [0.67008, -2.20373, 0.17835]], "atomic_forces_ev_per_a": [[1.004, 0.418, 0.599], [-0.589, 1.823, -0.122], [-0.372, -0.006, -0.726], [-0.116, -1.015, 0.058], [0.054, -0.061, -0.070], [-0.126, 0.574, -1.144], [-0.021, -0.084, 0.141], [-0.202, 0.455, -0.376], [-0.097, -0.261, 0.160], [-0.327, 0.283, -0.615], [-0.252, 0.356, 0.051], [0.756, 0.337, -0.114], [0.242, 0.133, -0.189], [0.238, -0.341, -0.321], [0.039, -0.792, -0.293], [0.395, -0.158, -0.097], [-0.165, -0.375, 0.068], [0.755, 0.235, 0.272], [-0.696, -0.644, 0.050], [0.126, 0.419, 1.225], [-0.606, -0.769, -0.001], [0.509, 0.103, -0.161], [0.026, -1.068, -0.110], [0.122, 0.608, 0.194], [0.054, -1.287, 0.589], [-0.458, 0.569, 0.112], [-0.069, -0.128, 0.526], [-0.339, 0.128, -0.152], [0.491, -0.655, 0.047], [-0.333, 0.108, 0.178], [-0.251, 0.800, 0.075], [0.208, 0.295, 0.149]]}